Version w
Here is a structure of composition C2H3OPS from the Open Molecules 2025 dataset. Energies are from ωB97M-V with the def2-TZVPD basis set.

Properties
- Kohn-Sham gap (eV) = 8.9
- HOMO energy (eV) = -9.9

ORCA input file:
```
! wB97M-V def2-TZVPD RIJCOSX def2/J DEFGRID3
* xyz 0 1
C -1.105 -0.528 -0.048
C -1.325 0.131 -1.037
O 1.116 1.615 -0.075
P 1.051 0.280 0.510
S 2.031 -1.258 0.086
H -1.115 -1.208 0.767
H 0.737 0.477 1.888
H -1.391 0.492 -2.091
*
```

Charge distribution, natural (NBO) scheme, values in e: -0.381 -0.059 -1.039 1.453 -0.464 0.281 -0.065 0.274

Version x
Here is a structure of composition C2H3OPS from the Open Molecules 2025 dataset. Energies are from ωB97M-V with the def2-TZVPD basis set.

Properties
- Kohn-Sham gap (spin up / spin down) (eV) = 7.0 / 7.0
- HOMO energy (spin up / spin down) (eV) = -8.6 / -8.6

ORCA input file:
```
! wB97M-V def2-TZVPD RIJCOSX def2/J DEFGRID3
* xyz 0 1
C 0.238 -0.956 -0.111
C 0.578 0.520 0.084
O -0.326 1.498 -0.148
P -1.452 -1.300 -0.009
S -2.296 0.554 0.055
H 1.007 -1.787 -0.039
H 1.031 0.607 0.973
H 1.220 0.864 -0.806
*
```

Charge distribution, natural (NBO) scheme, values in e: -0.633 -0.112 -0.515 0.542 0.053 0.261 0.169 0.234

Version y
Here is a structure of composition C2H3OPS from the Open Molecules 2025 dataset. Energies are from ωB97M-V with the def2-TZVPD basis set.

Properties
- Kohn-Sham gap (eV) = 6.4
- HOMO energy (eV) = -8.3

ORCA input file:
```
! wB97M-V def2-TZVPD RIJCOSX def2/J DEFGRID3
* xyz 0 1
C 0.222 0.320 0.327
C -0.895 0.114 -0.348
O -5.545 0.087 0.333
P -4.359 -0.644 -0.129
S -2.239 1.209 -0.214
H 1.042 -0.464 0.180
H 0.258 1.127 0.930
H -1.132 -0.783 -0.979
*
```

Charge distribution, natural (NBO) scheme, values in e: -0.415 -0.378 -0.941 1.331 -0.207 0.207 0.200 0.201

Preferred: version y; penalty for the next structure: 10.0 kcal/mol.

Version w
Here is an isolated molecule of CH5N3O2 from the Open Molecules 2025 dataset. Energies are from ωB97M-V with the def2-TZVPD basis set.

Properties
- Kohn-Sham gap (eV) = 9.6
- SMILES string = CNN[N+](=O)[O-]
- HOMO energy (eV) = -8.8

ORCA input file:
```
! wB97M-V def2-TZVPD RIJCOSX def2/J DEFGRID3
* xyz 0 1
C 1.408 0.159 -0.396
N 0.543 -0.183 0.646
N -0.657 -0.871 0.321
N -1.878 0.232 0.159
O -1.689 1.149 0.878
O -2.724 -0.060 -0.606
H 0.699 0.355 -1.320
H 2.117 1.003 -0.010
H 2.055 -0.609 -0.712
H 0.609 0.202 1.560
H -0.485 -1.377 -0.520
*
```

Results of the natural (NBO) charge analysis, in e, for atoms 1 through 8: -0.412 -0.473 -0.375 0.634 -0.353 -0.347 0.178 0.214

Version x
Here is an isolated molecule of CH5N3O2 from the Open Molecules 2025 dataset. Energies are from ωB97M-V with the def2-TZVPD basis set.

Properties
- Kohn-Sham gap (eV) = 10.4
- SMILES string = CN(N)[N+](=O)[O-]
- HOMO energy (eV) = -10.1

ORCA input file:
```
! wB97M-V def2-TZVPD RIJCOSX def2/J DEFGRID3
* xyz 0 1
C -0.759 1.011 -0.036
N 0.147 -0.068 0.289
N -0.484 -1.344 -0.478
N 1.492 0.050 0.096
O 1.947 1.160 0.083
O 2.103 -1.027 0.259
H -1.729 0.768 0.366
H -0.377 1.718 0.595
H -0.914 1.234 -1.110
H 0.016 -2.192 -0.037
H -1.442 -1.312 -0.026
*
```

Results of the natural (NBO) charge analysis, in e, for atoms 1 through 8: -0.439 -0.120 -0.645 0.614 -0.372 -0.424 0.206 0.231

Preferred: version x; penalty for the next structure: 1.5 kcal/mol.

Version w
Here is an isolated molecule of C3H8OS2 from the Open Molecules 2025 dataset. Energies are from ωB97M-V with the def2-TZVPD basis set.

Properties
- Kohn-Sham gap (eV) = 9.5
- SMILES string = CC(S)(S)CO
- HOMO energy (eV) = -9.0

ORCA input file:
```
! wB97M-V def2-TZVPD RIJCOSX def2/J DEFGRID3
* xyz 0 1
C -0.379 -0.263 -1.473
C -0.701 0.149 -0.057
S -2.173 -0.650 0.594
S -0.895 1.980 -0.009
C 0.617 -0.292 1.018
O 1.565 0.760 1.186
H -1.246 -0.238 -1.980
H 0.253 0.491 -1.905
H 0.200 -1.281 -1.470
H -1.434 -1.735 0.577
H 0.428 2.211 0.271
H 0.220 -0.508 1.963
H 1.109 -1.244 0.706
H 2.435 0.622 0.578
*
```

Results of the natural (NBO) charge analysis, in e, for atoms 1 through 8: -0.643 -0.289 0.024 -0.057 -0.058 -0.728 0.220 0.220

Version x
Here is a cluster of 2 separate species, C3H8OS2 in total from the Open Molecules 2025 dataset. Energies are from ωB97M-V with the def2-TZVPD basis set.

Properties
- Kohn-Sham gap (eV) = 9.5
- SMILES string = CC=O.CSS
- HOMO energy (eV) = -8.8

ORCA input file:
```
! wB97M-V def2-TZVPD RIJCOSX def2/J DEFGRID3
* xyz 0 1
C -2.666 0.378 -0.747
C -1.817 -0.858 -0.851
O -1.666 -1.594 0.087
H -2.546 0.809 0.241
H -2.473 1.102 -1.530
H -3.693 0.042 -0.869
H -1.426 -1.132 -1.848
C 2.298 0.763 0.044
S 2.314 -1.030 0.333
S 1.855 -1.136 2.346
H 1.768 0.961 -0.883
H 1.710 1.227 0.831
H 3.306 1.160 0.041
H 3.035 -0.693 2.806
*
```

Results of the natural (NBO) charge analysis, in e, for atoms 1 through 8: -0.724 0.436 -0.515 0.238 0.217 0.242 0.104 -0.751

Preferred: version x; penalty for the next structure: 24.8 kcal/mol.

Version w
Here is a cluster of 2 separate species, C3H8OS2 in total from the Open Molecules 2025 dataset. Energies are from ωB97M-V with the def2-TZVPD basis set.

Properties
- Kohn-Sham gap (eV) = 9.5
- SMILES string = CCC=O.SS
- HOMO energy (eV) = -9.2

ORCA input file:
```
! wB97M-V def2-TZVPD RIJCOSX def2/J DEFGRID3
* xyz 0 1
C -1.149 -0.586 -1.728
C -0.368 0.081 -0.579
C -1.109 -0.155 0.712
O -0.637 -0.402 1.790
H -1.284 -1.647 -1.514
H -0.696 -0.468 -2.710
H -2.144 -0.128 -1.727
H 0.654 -0.283 -0.489
H -0.303 1.159 -0.746
H -2.217 -0.171 0.609
S 2.033 1.530 0.970
S 3.107 0.359 2.344
H 0.811 1.403 1.540
H 3.302 -0.692 1.528
*
```

Results of the natural (NBO) charge analysis, in e, for atoms 1 through 8: -0.604 -0.524 0.449 -0.522 0.209 0.224 0.204 0.237

Version x
Here is an isolated molecule of C3H8OS2 from the Open Molecules 2025 dataset. Energies are from ωB97M-V with the def2-TZVPD basis set.

Properties
- Kohn-Sham gap (eV) = 8.8
- SMILES string = OCCCSS
- HOMO energy (eV) = -8.2

ORCA input file:
```
! wB97M-V def2-TZVPD RIJCOSX def2/J DEFGRID3
* xyz 0 1
O 0.190 2.197 0.155
C -0.416 1.162 -0.759
C -1.217 0.184 0.051
C -0.351 -0.723 0.999
S 1.567 -0.800 0.578
S 1.699 -2.296 -0.722
H 0.980 2.388 -0.302
H -1.106 1.792 -1.242
H 0.345 0.818 -1.437
H -1.987 0.755 0.576
H -1.779 -0.453 -0.640
H -0.238 -0.226 1.928
H -0.489 -1.840 1.178
H 2.801 -2.955 -0.362
*
```

Results of the natural (NBO) charge analysis, in e, for atoms 1 through 8: -0.741 -0.078 -0.454 -0.450 0.012 -0.168 0.463 0.182

Preferred: version w; penalty for the next structure: 13.2 kcal/mol.

Version w
Here is an isolated molecule of C3H8OS2 from the Open Molecules 2025 dataset. Energies are from ωB97M-V with the def2-TZVPD basis set.

Properties
- Kohn-Sham gap (eV) = 9.2
- SMILES string = OCCCSS
- HOMO energy (eV) = -8.8

ORCA input file:
```
! wB97M-V def2-TZVPD RIJCOSX def2/J DEFGRID3
* xyz 0 1
O 2.218 0.396 0.446
C 1.480 0.453 -0.754
C 0.047 0.994 -0.620
C -0.949 0.041 0.324
S -1.206 -1.564 -0.475
S -2.687 -2.154 0.926
H 2.063 -0.378 1.017
H 2.052 1.234 -1.398
H 1.481 -0.469 -1.482
H -0.161 2.051 -0.215
H -0.269 0.938 -1.605
H -0.370 -0.073 1.265
H -1.900 0.517 0.570
H -1.799 -1.987 2.000
*
```

Results of the natural (NBO) charge analysis, in e, for atoms 1 through 8: -0.728 -0.073 -0.421 -0.549 0.096 -0.147 0.476 0.187

Version x
Here is a cluster of 2 separate species, C3H8OS2 in total from the Open Molecules 2025 dataset. Energies are from ωB97M-V with the def2-TZVPD basis set.

Properties
- Kohn-Sham gap (eV) = 9.1
- SMILES string = C1CSCS1.O
- HOMO energy (eV) = -8.5

ORCA input file:
```
! wB97M-V def2-TZVPD RIJCOSX def2/J DEFGRID3
* xyz 0 1
C 0.091 -0.282 -1.884
C -1.043 -0.611 -0.936
S -0.523 -1.949 0.102
C 1.199 -1.292 0.239
S 1.593 0.052 -0.947
H 0.299 -1.157 -2.529
H -0.235 0.549 -2.540
H -2.020 -0.798 -1.422
H -1.162 0.264 -0.268
H 1.322 -0.837 1.241
H 1.975 -2.073 0.127
O -0.624 2.332 2.978
H 0.103 2.779 3.468
H -0.975 3.022 2.371
*
```

Results of the natural (NBO) charge analysis, in e, for atoms 1 through 8: -0.546 -0.562 0.219 -0.683 0.204 0.215 0.235 0.242

Preferred: version x; penalty for the next structure: 18.5 kcal/mol.

Version w
Here is a cluster of 2 separate species, C6H6O2S in total from the Open Molecules 2025 dataset. Energies are from ωB97M-V with the def2-TZVPD basis set.

Properties
- Kohn-Sham gap (spin up / spin down) (eV) = 7.0 / 7.7
- HOMO energy (spin up / spin down) (eV) = -7.8 / -8.3

ORCA input file:
```
! wB97M-V def2-TZVPD RIJCOSX def2/J DEFGRID3
* xyz 0 1
C 2.100 1.137 -0.234
C 1.115 0.377 -0.776
C 2.097 2.026 0.880
C -1.879 0.355 0.043
C -2.103 -1.958 -0.186
C -2.511 -0.770 -0.622
O 1.538 3.321 2.943
O -0.732 0.792 0.029
S 0.905 2.604 1.792
H 2.947 1.291 -0.836
H 0.871 -0.137 -1.620
H 3.091 2.434 1.208
H -2.526 -2.916 -0.686
H -1.152 -1.911 0.365
H -3.380 -0.580 -1.134
*
```

Results of the natural (NBO) charge analysis, in e, for atoms 1 through 8: -0.359 -0.003 -0.549 0.520 -0.348 -0.359 -0.905 -0.492

Version x
Here is a structure of composition C6H6O2S from the Open Molecules 2025 dataset. Energies are from ωB97M-V with the def2-TZVPD basis set.

Properties
- Kohn-Sham gap (spin up / spin down) (eV) = 7.8 / 7.8
- HOMO energy (spin up / spin down) (eV) = -8.9 / -8.9

ORCA input file:
```
! wB97M-V def2-TZVPD RIJCOSX def2/J DEFGRID3
* xyz 0 1
C -0.968 -0.159 0.499
C -0.863 -1.284 -0.248
C -0.121 0.994 0.802
C 0.211 -1.568 -1.199
C -0.769 2.297 0.810
C 1.294 -0.844 -1.434
O 2.277 -0.802 0.945
O -1.985 2.513 0.806
S 1.939 0.178 -0.077
H -1.911 -0.022 0.902
H -1.715 -1.953 -0.240
H 0.615 0.798 1.695
H 0.051 -2.422 -1.933
H -0.086 3.222 0.991
H 2.030 -0.945 -2.320
*
```

Results of the natural (NBO) charge analysis, in e, for atoms 1 through 8: -0.155 -0.234 -0.435 -0.170 0.375 -0.460 -0.904 -0.516

Preferred: version x; penalty for the next structure: 82.7 kcal/mol.

Version w
Here is an isolated molecule of C4H6N2S from the Open Molecules 2025 dataset. Energies are from ωB97M-V with the def2-TZVPD basis set.

Properties
- Kohn-Sham gap (eV) = 7.9
- SMILES string = [H]/N=C(/C=S)N1CC1
- HOMO energy (eV) = -8.9

ORCA input file:
```
! wB97M-V def2-TZVPD RIJCOSX def2/J DEFGRID3
* xyz 0 1
H 1.820 2.166 -0.086
N 0.777 2.205 -0.029
C 0.407 0.975 -0.010
C -1.097 0.810 0.070
S -1.970 -0.544 -0.018
N 1.398 -0.030 -0.037
C 1.316 -1.264 0.750
C 1.223 -1.269 -0.728
H -1.550 1.799 0.208
H 0.381 -1.366 1.359
H 2.253 -1.574 1.211
H 0.231 -1.441 -1.147
H 2.072 -1.617 -1.283
*
```

Results of the natural (NBO) charge analysis, in e, for atoms 1 through 8: 0.353 -0.550 0.338 -0.320 0.086 -0.478 -0.245 -0.245

Version x
Here is an isolated molecule of C4H6N2S from the Open Molecules 2025 dataset. Energies are from ωB97M-V with the def2-TZVPD basis set.

Properties
- Kohn-Sham gap (eV) = 9.5
- SMILES string = C1=NN=CCSC1
- HOMO energy (eV) = -8.7

ORCA input file:
```
! wB97M-V def2-TZVPD RIJCOSX def2/J DEFGRID3
* xyz 0 1
C 1.015 -1.249 -0.528
N 1.529 -0.166 -0.693
N 1.260 0.771 0.274
C 0.200 1.542 0.292
C -1.103 1.135 -0.541
S -1.509 -0.585 -0.196
C -0.150 -1.332 0.586
H 1.393 -2.432 -0.837
H 0.299 2.367 1.029
H -0.709 1.330 -1.595
H -2.006 1.840 -0.308
H -0.359 -2.327 1.011
H 0.139 -0.894 1.507
*
```

Results of the natural (NBO) charge analysis, in e, for atoms 1 through 8: 0.114 -0.285 -0.254 0.069 -0.639 0.264 -0.670 0.206

Preferred: version w; penalty for the next structure: 30.2 kcal/mol.

Version w
Here is an isolated molecule of C4H6N2S from the Open Molecules 2025 dataset. Energies are from ωB97M-V with the def2-TZVPD basis set.

Properties
- Kohn-Sham gap (eV) = 9.0
- SMILES string = C=C1CN=CN1S
- HOMO energy (eV) = -8.4

ORCA input file:
```
! wB97M-V def2-TZVPD RIJCOSX def2/J DEFGRID3
* xyz 0 1
C -0.795 -1.355 -0.965
C -0.400 -0.430 -0.127
C -0.508 -0.362 1.380
N 0.154 0.894 1.753
C 0.550 1.475 0.674
N 0.331 0.744 -0.497
S 1.099 1.198 -1.955
H -0.649 -1.247 -2.018
H -1.326 -2.233 -0.612
H -0.092 -1.236 1.942
H -1.551 -0.314 1.738
H 0.982 2.440 0.598
H 2.207 0.426 -1.911
*
```

Results of the natural (NBO) charge analysis, in e, for atoms 1 through 8: -0.472 0.158 -0.301 -0.440 0.255 -0.589 0.214 0.212

Version x
Here is an isolated molecule of C4H6N2S from the Open Molecules 2025 dataset. Energies are from ωB97M-V with the def2-TZVPD basis set.

Properties
- Kohn-Sham gap (eV) = 8.6
- SMILES string = C=CN(C=S)N=C
- HOMO energy (eV) = -8.4

ORCA input file:
```
! wB97M-V def2-TZVPD RIJCOSX def2/J DEFGRID3
* xyz 0 1
C -0.813 1.707 1.253
C -0.652 1.154 0.047
N -0.211 -0.137 -0.305
C -0.249 -0.605 -1.584
S 0.307 -2.029 -2.206
N 0.111 -1.026 0.742
C 1.309 -1.464 0.645
H -1.464 2.570 1.290
H -0.282 1.365 2.178
H -1.014 1.692 -0.924
H -0.698 0.111 -2.262
H 1.990 -1.113 -0.160
H 1.665 -2.224 1.286
*
```

Results of the natural (NBO) charge analysis, in e, for atoms 1 through 8: -0.454 -0.003 -0.303 -0.079 -0.119 -0.246 -0.020 0.219

Preferred: version w; penalty for the next structure: 33.0 kcal/mol.

Version w
Here is an isolated molecule of C4H6N2S from the Open Molecules 2025 dataset. Energies are from ωB97M-V with the def2-TZVPD basis set.

Properties
- Kohn-Sham gap (eV) = 8.4
- SMILES string = [H]/N=C\N1C[C@H]1C=S
- HOMO energy (eV) = -9.1

ORCA input file:
```
! wB97M-V def2-TZVPD RIJCOSX def2/J DEFGRID3
* xyz 0 1
H 0.104 2.354 -0.832
N -0.793 1.946 -1.224
C -0.662 0.668 -1.234
N 0.470 -0.117 -0.897
C 1.272 0.261 0.225
C 0.401 -0.995 0.209
C -0.764 -1.073 1.103
S -1.330 -2.261 2.041
H -1.493 0.078 -1.654
H 0.904 1.045 0.865
H 2.312 0.148 0.070
H 0.853 -1.952 0.071
H -1.274 -0.102 1.255
*
```

Results of the natural (NBO) charge analysis, in e, for atoms 1 through 8: 0.322 -0.632 0.257 -0.399 -0.222 -0.144 -0.292 0.090

Version x
Here is an isolated molecule of C4H6N2S from the Open Molecules 2025 dataset. Energies are from ωB97M-V with the def2-TZVPD basis set.

Properties
- Kohn-Sham gap (eV) = 9.5
- SMILES string = Cc1c[nH]nc1S
- HOMO energy (eV) = -8.7

ORCA input file:
```
! wB97M-V def2-TZVPD RIJCOSX def2/J DEFGRID3
* xyz 0 1
C 0.076 1.626 0.051
C 0.160 0.133 0.153
C 1.366 -0.536 -0.140
N 1.052 -1.867 0.057
N -0.284 -2.038 0.135
C -0.820 -0.871 0.358
S -2.629 -0.731 -0.096
H -0.215 2.316 1.034
H 1.022 2.269 -0.218
H -0.617 1.782 -0.787
H 2.284 0.042 -0.523
H 1.600 -2.655 -0.283
H -2.994 0.530 0.259
*
```

Results of the natural (NBO) charge analysis, in e, for atoms 1 through 8: -0.647 -0.160 -0.058 -0.343 -0.267 0.041 -0.028 0.224

Preferred: version x; penalty for the next structure: 8.3 kcal/mol.